Record 1
20
Properties=species:S:1:pos:R:3:forces:R:3 method="wB97M-V/def2-TZVPD" e_above_lowest_ev=2.786 max_force_ev_per_a=4.1 e_homo_ev=-13.28 charge=+1 multiplicity=1 energy_ev=-9841.4257 lumo_ev=-4.55
C 2.257963 0.993398 0.096129 -1.1 3.8 -1.0
N 0.921180 0.432098 0.076217 -0.8 2.3 -3.1
C -0.080568 1.122483 -0.355943 -2.7 -1.7 -1.0
C -1.493553 0.384896 -0.460142 0.6 -0.8 0.7
N -2.417631 1.184883 0.243677 0.0 1.2 -0.9
N -1.359517 -0.847722 0.260377 0.5 -1.6 0.1
C -0.311701 -1.787524 -0.174053 -0.8 1.6 -1.4
C 0.888659 -0.964782 0.338256 -0.7 -3.5 -0.4
H 2.140253 2.012594 0.614735 0.8 -1.4 -1.1
H 2.862636 0.380011 0.625274 1.8 -1.8 2.0
H 2.687639 1.015964 -0.935663 -0.6 0.4 0.8
H -0.249971 2.185252 -0.673655 1.4 -0.8 0.7
H -1.897972 0.134319 -1.453926 0.8 1.0 -0.4
H -3.380032 1.018913 -0.017925 0.1 0.1 0.4
H -2.190118 1.137398 1.214993 -0.6 0.0 0.7
H -2.223181 -1.309510 0.427589 -0.9 0.0 -0.1
H -0.246602 -1.964932 -1.352608 -0.1 0.5 2.2
H -0.533703 -2.786628 0.287509 0.9 1.1 -0.2
H 0.825613 -0.913155 1.375868 0.1 -0.9 2.1
H 1.738918 -1.541193 0.028299 1.2 0.8 -0.2

Record 2
20
Properties=species:S:1:pos:R:3:forces:R:3 method="wB97M-V/def2-TZVPD" e_above_lowest_ev=0.633 max_force_ev_per_a=4.4 e_homo_ev="-17.97 / -17.97" charge=+2 multiplicity=2 energy_ev=-9829.5186 lumo_ev="-8.25 / -12.49"
C -1.145493 -2.070694 -0.884236 0.4 4.4 -0.2
C -1.591822 -3.152351 -0.197416 2.4 -2.3 0.9
C -2.803895 -0.712716 -1.678406 -0.4 0.7 1.7
N -1.776621 -0.800963 -0.878095 -1.1 -3.2 -2.7
H -0.150656 -1.977463 -1.350624 -0.4 -0.7 0.2
H -2.379675 -3.217956 0.496838 -1.3 0.3 0.4
H -0.846957 -3.975983 -0.138347 -0.9 0.2 -0.4
H -3.370692 0.217651 -1.792370 0.5 -0.1 0.2
H -3.275599 -1.600106 -2.115327 0.6 0.2 -0.4
C 3.142045 2.037094 0.647500 2.1 0.7 0.2
N 1.863097 1.676217 1.254292 -1.0 0.5 -1.4
C 0.818693 1.432863 0.486972 1.9 -0.2 0.0
N -0.392953 1.136182 0.876589 0.1 -0.5 1.0
H 3.931909 1.308819 0.988334 -0.8 0.8 -0.3
H 3.496369 3.100445 0.933001 -0.8 -1.7 -0.4
H 3.074118 1.954150 -0.455131 0.0 0.2 0.7
H 1.766709 1.790248 2.250463 -0.1 -0.1 0.3
H 1.006228 1.368873 -0.583237 0.1 0.3 0.1
H -0.477748 0.991446 1.877964 -0.6 0.1 -0.1
H -0.887056 0.494245 0.261234 -0.4 0.5 0.2

Record 3
21
Properties=species:S:1:pos:R:3:forces:R:3 method="wB97M-V/def2-TZVPD" e_above_lowest_ev=1.444 max_force_ev_per_a=5.7 e_homo_ev="-10.63 / -13.78" charge=+1 multiplicity=3 energy_ev=-11884.5886 lumo_ev="-2.92 / -6.53"
C -1.710687 0.887804 -0.002641 0.5 0.6 -0.4
C -0.375812 1.658169 0.222369 -1.8 0.7 0.6
C 0.442147 -0.622248 0.314578 5.5 -0.7 1.5
C 0.629588 -1.774586 -0.608335 0.2 -1.2 1.8
C 2.000705 1.297820 0.217850 2.7 -3.6 0.1
N -1.584685 -0.400906 0.354981 -2.9 -0.6 1.5
N -2.330038 -1.476852 0.204716 0.8 2.4 -0.9
N 0.697416 0.747916 -0.231753 -0.5 0.3 0.2
O -2.651135 1.460169 -0.470778 -1.0 0.3 -0.3
H -0.535310 2.629783 -0.311611 0.8 -1.0 0.0
H -0.120660 1.912850 1.267810 -0.6 -0.3 -0.4
H 0.840729 -0.747943 1.396836 -0.9 0.6 -2.0
H 0.497446 -2.677080 0.052224 0.4 0.7 -0.6
H 1.607304 -1.887120 -1.105222 -0.2 0.3 0.1
H -0.161391 -1.898547 -1.304132 -0.6 0.2 -1.2
H 2.060057 1.313257 1.341242 -0.3 -0.1 -1.2
H 2.778687 0.499233 -0.208105 -1.3 1.9 1.2
H 2.274228 2.239670 -0.180161 -0.3 1.0 -0.6
H -2.379573 -1.893800 -0.686157 -0.7 -0.5 -1.2
H -2.615342 -1.974657 0.993765 -0.2 -0.9 1.5
H 0.636320 0.707069 -1.257482 0.4 -0.1 0.2

Record 4
22
Properties=species:S:1:pos:R:3:forces:R:3 method="wB97M-V/def2-TZVPD" e_above_lowest_ev=5.024 max_force_ev_per_a=5.0 e_homo_ev=-7.24 multiplicity=1 energy_ev=-13382.4125 lumo_ev=0.82
C 1.279603 -2.284842 -0.022177 -0.6 -0.8 0.1
C 1.442433 -1.073808 0.467072 2.1 2.0 -1.5
C 1.754856 -0.150966 1.543474 -0.2 2.2 0.3
N 2.078609 0.129878 0.148369 0.0 -3.3 -0.2
N 2.138258 1.027804 -0.946205 -1.3 0.0 1.2
H 1.546876 -2.536532 -1.036036 -0.2 0.2 -0.2
H 0.936183 -3.085037 0.611593 0.0 -0.1 0.1
H 0.981337 0.478863 1.967948 -0.3 -0.3 0.3
H 2.631881 -0.267072 2.167916 0.1 -0.3 0.3
H 2.507402 1.917665 -0.616266 0.2 -0.6 -1.0
H 2.335961 0.536082 -1.814535 0.9 0.7 0.6
N -2.680302 -0.513175 -0.567123 -0.1 -0.2 0.4
C -2.344872 0.433932 0.484790 1.4 0.9 -0.3
C -0.886033 1.173124 0.164032 -4.8 0.7 1.2
N -0.680994 1.157146 -1.165397 2.0 0.0 -1.7
O -0.454616 1.954908 0.989700 1.0 -1.2 -0.3
H -3.681798 -0.666905 -0.614611 0.2 -0.1 0.1
H -2.218202 -1.400678 -0.392293 -0.1 0.0 -0.2
H -2.410739 0.074420 1.520207 0.3 0.0 -0.2
H -3.030307 1.283364 0.403036 0.0 0.0 0.1
H -1.453333 1.047688 -1.802436 -0.2 -0.9 0.6
H 0.207798 0.764142 -1.491058 -0.3 1.1 0.2

Record 5
22
Properties=species:S:1:pos:R:3:forces:R:3 method="wB97M-V/def2-TZVPD" e_above_lowest_ev=1.673 max_force_ev_per_a=5.2 e_homo_ev=-9.97 multiplicity=1 energy_ev=-19214.2148 lumo_ev=-0.59
C -3.223176 -0.987307 -0.025547 -0.9 -2.7 2.2
C 0.765838 1.497562 0.629468 -3.2 -2.5 3.3
C 2.638340 -0.057765 0.371830 1.3 -1.7 0.9
C 0.973502 -0.028036 -1.286474 -3.5 -0.3 -0.3
C 1.193856 0.043350 0.203547 -2.3 3.0 0.1
N -4.126500 -0.172819 -0.480948 0.0 0.1 -0.3
N -3.390916 0.749386 -1.150093 -1.5 0.6 -0.3
N -2.167339 0.488511 -1.063919 2.0 1.1 -0.7
N -1.984870 -0.628327 -0.375937 1.8 -1.1 2.3
Si -0.112886 -1.018557 1.025284 -1.0 -0.5 -3.1
H -3.480871 -1.886235 0.630931 0.6 1.4 -1.2
H -0.336389 1.701396 0.506485 0.9 -0.3 -0.5
H 0.805075 1.529595 1.752717 0.6 0.4 -0.8
H 1.278966 2.270362 0.204364 1.7 1.9 -1.2
H 3.092162 -0.319706 1.308449 -0.1 0.2 0.9
H 3.030543 0.836850 0.011353 0.9 1.7 -0.3
H 3.018121 -0.776244 -0.306494 0.5 -1.1 -0.7
H 0.952433 -1.084608 -1.494061 0.2 -0.5 -1.0
H -0.070542 0.390427 -1.545945 1.8 -0.7 0.2
H 1.690054 0.499356 -1.868156 0.9 0.3 -0.3
H 0.196862 -2.484297 0.698286 -0.6 0.8 0.6
H -0.742271 -0.562887 2.254864 0.0 -0.2 0.3

Record 6
24
Properties=species:S:1:pos:R:3:forces:R:3 method="wB97M-V/def2-TZVPD" e_above_lowest_ev=4.812 max_force_ev_per_a=4.9 e_homo_ev="-9.87 / -11.95" charge=+1 multiplicity=1 energy_ev=-16913.7257 lumo_ev="-4.41 / -2.65"
C 1.514099 -3.700911 0.778095 -0.8 -1.4 -2.2
C 0.038072 1.079039 0.533823 1.1 -1.1 -2.4
C -4.317605 0.039587 -0.031459 -0.2 1.0 0.3
C 0.236785 -0.222093 -1.630746 1.9 1.6 1.0
C 2.467396 1.852341 -0.320103 -1.7 -1.9 4.3
N -0.858925 1.214360 1.490511 0.3 0.5 0.6
N -0.857015 -1.136982 0.044219 -0.7 -0.6 1.6
N -0.194183 0.013315 -0.236707 0.9 -2.5 -2.1
N 0.614964 -3.144092 0.251738 -1.0 1.5 0.0
N 1.044680 1.972273 0.199539 -1.9 -0.6 0.4
O -3.527937 0.521943 0.649475 1.6 0.3 1.1
O -5.180016 -0.286334 -0.688477 -1.5 -1.3 -1.5
H 2.135734 -3.797829 1.571913 1.7 0.3 2.4
H 0.496791 0.712008 -1.994550 1.2 2.0 -0.8
H 1.075977 -0.899969 -1.806561 -0.2 -0.1 0.7
H -0.533092 -0.424961 -2.291884 -2.1 -1.2 -0.5
H 2.653530 1.584006 -1.281919 -0.4 0.0 -3.2
H 2.951020 0.995572 0.221793 -0.4 1.0 0.1
H 2.855299 2.772736 0.004833 1.1 1.0 0.0
H -1.738267 0.718007 1.497197 0.0 0.0 -0.4
H -0.695430 1.838475 2.227909 0.2 0.9 1.1
H 0.053415 -3.245668 -0.576488 0.1 -0.4 -0.2
H -0.859170 -1.332609 1.052823 -0.1 0.5 0.0
H 0.623878 2.877787 0.335032 0.9 0.6 -0.1

Record 7
24
Properties=species:S:1:pos:R:3:forces:R:3 method="wB97M-V/def2-TZVPD" e_above_lowest_ev=0.599 max_force_ev_per_a=5.7 e_homo_ev="-8.03 / -13.69" charge=+1 multiplicity=3 energy_ev=-25701.0212 lumo_ev="-3.22 / -6.84"
C 0.784707 -0.162399 -2.060434 0.5 1.7 2.7
C 1.220008 -1.011686 1.038233 -1.3 2.4 -3.0
C -1.440596 -0.854795 0.743863 0.8 2.4 -3.4
C -0.620834 0.408401 -0.226242 0.4 -2.3 0.1
C 0.871419 0.318597 0.300303 0.8 -1.5 -1.5
N -0.505900 0.030601 -1.633369 0.0 -0.1 0.9
N 1.634515 0.361222 -0.967892 -0.7 0.7 0.0
N -1.693173 -1.871837 -0.248067 -0.1 -2.4 1.1
N -1.109681 1.727780 -0.036319 -4.7 -2.2 2.3
N 0.991160 1.520779 1.217818 2.5 0.1 0.5
O 1.227730 -0.581895 -3.061359 0.3 -0.8 -1.6
S -0.292872 -1.186468 2.115941 -2.3 -1.1 3.7
H 1.085202 -1.731378 0.197208 1.3 -0.1 1.0
H 2.047253 -0.824365 1.695512 0.7 -1.1 -0.1
H -2.406432 -0.479146 1.123608 0.7 -0.2 0.2
H -1.301326 -0.343889 -2.137145 0.2 0.0 0.1
H 2.620038 0.054982 -1.037736 -1.0 0.1 0.4
H -2.313274 -2.666109 0.148710 1.5 1.6 -0.9
H -0.790292 -2.257802 -0.632274 -1.6 0.2 0.6
H -2.173698 1.649812 -0.139645 2.0 0.7 0.3
H -0.784387 2.363462 -0.675073 0.9 1.8 -2.3
H 0.103202 1.975290 1.312801 -1.7 0.6 -0.8
H 1.622152 2.185430 0.739820 0.0 -0.2 0.7
H 1.225078 1.375415 2.221737 0.8 -0.4 -0.9

Record 8
23
Properties=species:S:1:pos:R:3:forces:R:3 method="wB97M-V/def2-TZVPD" e_above_lowest_ev=0.801 max_force_ev_per_a=2.0 e_homo_ev=-8.51 multiplicity=1 energy_ev=-14317.1514 lumo_ev=0.89
N -3.803855 -0.658934 -0.740528 -0.1 0.1 -0.2
C -2.821884 -0.114703 -0.144695 0.6 0.2 0.2
N -2.032920 1.003589 -0.366894 0.0 0.0 0.0
N -1.073493 1.171713 0.588194 -1.3 -1.0 1.1
N -1.199020 0.217149 1.421003 -0.3 1.2 -0.6
N -2.221160 -0.562346 1.016226 -0.2 -0.2 -0.1
H -4.064980 -0.140918 -1.576223 0.0 -0.1 0.1
H -2.095823 1.667735 -1.116807 0.0 -0.1 0.0
H -2.492574 -1.384582 1.529474 0.1 0.1 0.0
C 1.657049 1.794775 -0.353421 0.1 0.1 -0.1
C 1.601804 0.595323 0.580864 0.2 0.2 0.1
N 0.871104 -0.498621 -0.037400 0.3 -0.2 -0.3
C 1.648466 -1.381011 -0.875910 0.6 -0.1 -0.6
C 1.173372 -1.826252 0.453892 0.2 -0.2 0.6
H 2.169493 2.640862 0.122700 -0.1 -0.2 -0.1
H 2.190472 1.530571 -1.269954 0.0 0.1 0.0
H 0.646526 2.113724 -0.625215 0.3 -0.1 0.1
H 2.626268 0.286236 0.857206 -0.1 0.0 -0.1
H 1.081168 0.864868 1.504474 0.2 -0.1 -0.1
H 1.160379 -1.733161 -1.793995 0.2 0.1 0.4
H 2.725365 -1.163148 -0.970091 -0.5 -0.2 0.0
H 1.925294 -1.915815 1.257872 -0.4 0.1 -0.5
H 0.328944 -2.507043 0.539230 0.1 0.1 0.0